1.
The following is a quantum chemistry calculation of a 5-piece molecular cluster, C40H54Br9Cl4IO6P2S overall, from the Open Molecules 2025 dataset.

Geometry as XYZ:
```
117
Properties=species:S:1:pos:R:3:forces:R:3:mulliken_charge:R:1
C 5.83089 0.67962 -1.18034 -0.2 0.0 0.2 -1.4845
C 5.05985 1.56592 -0.21353 0.8 0.0 0.3 0.0807
O 4.41731 2.67588 -0.86290 -0.1 -0.3 0.1 -0.4179
P 2.91589 2.49192 -1.36154 -0.6 -0.2 -0.3 0.7056
O 2.27150 1.23513 -0.93874 0.2 0.0 0.2 -0.4086
C 2.11930 3.98985 -0.84120 -0.2 -0.1 0.0 0.8638
C 0.60387 3.99133 -1.07644 0.1 0.0 -0.1 -0.5792
C -0.19567 4.13694 0.22021 0.0 -0.4 0.0 -2.5944
C -0.29492 2.83576 0.99681 -0.3 -0.5 0.1 0.7568
C -1.25398 1.87773 0.54170 0.3 0.7 0.5 0.7927
S -2.28627 2.15514 -0.88800 0.3 -0.1 -0.5 -0.0235
C -1.35880 0.64915 1.17801 0.2 0.4 -0.2 0.4630
C -0.54146 0.35291 2.26429 0.3 0.2 -0.1 0.7984
C 0.37036 1.28323 2.72694 0.3 0.4 0.4 0.2790
I 1.60326 0.65867 4.33280 -0.1 0.4 -0.1 -0.0724
C 0.51584 2.55651 2.13183 -0.5 -0.2 -0.6 0.9897
C 1.45719 3.63398 2.65641 0.3 -0.4 0.8 -0.0571
C 1.06786 4.10266 4.07318 0.3 0.4 -0.4 -1.5656
C 2.96600 3.28582 2.56833 -0.4 0.1 -0.5 -0.3975
C 3.83255 4.48475 2.22063 0.2 0.0 0.1 -1.5567
C -0.70927 -0.99757 2.86028 0.0 -0.1 -0.6 -1.4859
O -0.75673 -1.21684 4.03111 -0.2 -0.1 1.0 -0.4983
C -0.88709 -2.08550 1.85219 0.3 -0.4 -0.3 0.5108
C -0.30529 -3.35129 1.94181 -0.1 0.0 0.1 0.8102
Br 0.77564 -3.72080 3.47510 -0.2 0.2 0.2 -0.1622
C -0.48721 -4.33963 0.96646 -0.4 0.4 -0.4 0.6297
C 0.26397 -5.62859 1.22583 -0.1 -0.1 0.3 -0.7443
Cl 1.06729 -6.28764 -0.19825 -0.2 -0.3 -0.3 -0.0687
C -0.49915 -6.62720 2.17164 -0.1 0.0 -0.2 0.3865
C -1.91813 -6.22162 2.52856 -0.1 -0.2 -0.2 -1.3121
Cl -0.44751 -8.33399 1.64627 0.0 -0.1 -0.3 -0.1616
C -1.35306 -4.04722 -0.14347 0.5 0.2 0.4 0.4860
P -1.79833 -5.02571 -1.69323 -0.5 0.5 -0.2 0.5817
C -2.01864 -6.78140 -1.26500 0.1 0.1 -0.4 -1.1185
O -0.39339 -5.01685 -2.58068 -0.1 0.0 0.4 -0.5834
C -1.95128 -2.76654 -0.20749 0.0 -0.3 0.5 -0.4971
C -2.87326 -2.37118 -1.30516 0.2 -0.1 0.0 -0.4491
Cl -4.50353 -2.94389 -1.21944 -0.1 -0.1 0.2 -0.3163
C -2.54719 -1.53741 -2.27776 -0.1 -0.2 -0.1 0.3956
C -3.45583 -1.02843 -3.33297 0.1 0.4 -0.1 -1.3348
Cl -0.90363 -1.01725 -2.37092 0.4 0.2 0.0 0.1017
C -1.68987 -1.78979 0.77092 0.0 -0.8 -0.2 -0.3055
C -2.28883 -0.42326 0.73689 0.6 -0.2 0.0 -0.8563
O -3.42628 -0.24488 0.41560 -1.1 0.1 -0.1 -0.3062
O 2.94424 2.68019 -2.94016 0.2 0.1 0.1 -0.3023
C 3.28415 1.55032 -3.74380 0.1 -0.4 -0.9 0.1076
C 2.06293 0.85829 -4.32264 0.2 -0.3 0.7 -1.1575
H 5.34755 -0.28125 -1.31571 -0.2 -0.1 -0.2 0.2838
H 6.82134 0.48305 -0.78817 0.3 0.0 0.0 0.3964
H 5.92727 1.19501 -2.12778 0.1 0.0 -0.2 0.3607
H 4.36298 0.99154 0.38233 -0.4 0.0 0.0 0.1515
H 5.76898 2.00859 0.47717 0.0 0.3 0.1 0.4575
H 2.30582 4.04376 0.22174 0.2 0.1 0.1 -1.5073
H 2.61055 4.81767 -1.33999 0.1 0.2 0.1 0.7965
H 0.34346 4.79648 -1.75444 -0.1 0.2 -0.1 0.3334
H 0.30649 3.08146 -1.58185 -0.2 -0.2 -0.1 0.4316
H 0.23407 4.91978 0.82847 -0.1 0.2 0.0 0.7477
H -1.19286 4.45516 -0.03501 -0.4 0.1 0.0 0.6662
H -3.00578 3.20668 -0.48391 0.0 0.0 0.3 0.1420
H 1.35507 4.51224 2.04356 -0.2 0.0 -0.3 -0.4529
H 0.00694 3.99324 4.26034 -0.2 0.0 0.1 0.3282
H 1.33068 5.15366 4.15593 -0.1 0.2 0.1 0.5053
H 1.64411 3.60401 4.83630 -0.1 -0.4 0.3 0.3571
H 3.07201 2.51473 1.80702 0.2 -0.2 -0.1 0.2519
H 3.32070 2.87163 3.49886 0.0 -0.2 0.2 0.6623
H 3.91815 5.17552 3.05343 0.0 0.1 0.2 0.4427
H 4.83547 4.15505 1.96931 0.2 0.0 0.0 0.3886
H 3.46968 5.05446 1.37197 -0.1 0.1 -0.1 0.2982
H 1.10369 -5.33532 1.82886 0.3 0.1 -0.1 0.2370
H 0.06127 -6.64961 3.09412 0.2 0.0 0.2 0.3464
H -2.49124 -5.84539 1.68860 0.0 0.0 -0.2 0.1854
H -2.44117 -7.08758 2.91207 -0.1 -0.1 0.3 0.5130
H -1.89687 -5.44847 3.28714 0.0 0.2 0.2 0.2934
H -2.76147 -7.12423 -1.97858 -0.2 -0.1 -0.1 0.4691
H -1.13231 -7.38022 -1.41207 0.3 -0.1 0.3 0.3210
H -2.44322 -6.91398 -0.28020 0.0 -0.1 0.3 0.2840
H 0.10506 -4.22996 -2.33020 0.2 0.0 -0.2 0.3542
H -3.73128 -1.81440 -4.02832 -0.1 -0.2 -0.1 0.3146
H -2.96107 -0.23367 -3.87609 0.1 0.1 -0.2 0.4349
H -4.34374 -0.59467 -2.89016 -0.3 -0.1 0.1 0.1677
H 3.86390 0.81134 -3.20029 0.1 0.1 0.4 -0.0165
H 3.91969 1.89386 -4.55307 0.1 0.4 0.0 0.3651
H 1.21809 1.53278 -4.35154 -0.2 0.1 -0.3 0.1652
H 1.82896 0.02361 -3.67335 -0.4 -0.1 0.2 0.2792
H 2.29004 0.43996 -5.29396 -0.1 0.1 -0.3 0.3684
Br 3.05563 -3.50491 0.50523 0.2 0.2 -0.1 0.0115
C 4.73135 -3.63322 1.48665 -0.1 -0.1 -0.1 -0.6833
C 4.56745 -3.26549 2.93639 0.2 0.1 0.1 -0.4062
Br 4.40161 -1.35161 3.20606 0.0 -0.1 -0.1 -0.0901
H 5.44713 -3.00572 0.96668 0.0 0.0 0.0 0.3674
H 5.03284 -4.67512 1.40376 0.0 0.0 0.0 0.3549
H 5.44665 -3.56412 3.50262 0.0 0.0 0.0 0.4215
H 3.68063 -3.71349 3.37416 0.0 0.0 0.0 0.0790
Br -3.36886 0.90678 5.42875 0.1 0.1 0.2 -0.1500
C -5.03325 0.34959 4.61190 0.2 -0.1 -0.1 -0.6406
C -4.91547 0.49417 3.11829 -0.4 0.0 -0.1 0.0370
Br -5.04086 2.33130 2.53093 0.1 0.1 0.0 -0.1055
H -5.83508 0.93017 5.05498 0.0 0.1 -0.1 0.4750
H -5.16437 -0.69936 4.87014 0.0 0.0 0.0 0.3883
H -5.72551 -0.02759 2.61078 0.0 0.0 0.1 0.2222
H -3.96789 0.12063 2.75677 0.0 -0.1 0.0 -0.2794
Br -6.55159 1.05477 -1.84545 0.0 0.0 0.1 -0.1647
C -6.83541 -0.18680 -0.37686 -0.1 -0.1 -0.1 0.4505
C -8.28983 -0.25069 0.01843 0.1 0.1 0.1 -0.6387
Br -8.82143 1.32890 1.02231 0.0 0.0 0.0 -0.1688
H -6.19084 0.14428 0.43093 0.0 0.0 0.0 -0.4134
H -6.49151 -1.15335 -0.73933 0.0 0.0 0.0 -0.0069
H -8.47107 -1.09505 0.67952 0.0 0.0 0.0 0.4020
H -8.94907 -0.31358 -0.84039 0.0 0.0 0.0 0.4757
Br 2.72691 2.42964 -7.56644 -0.1 0.1 0.0 -0.1331
C 1.94981 4.20152 -7.78850 0.2 -0.1 -0.1 -0.5691
C 2.11218 5.06313 -6.56529 -0.2 0.0 0.1 -0.6168
Br 0.86622 4.56996 -5.15666 0.0 0.0 0.0 -0.1216
H 0.90820 4.05371 -8.05180 0.0 0.0 0.0 0.3685
H 2.47992 4.63841 -8.63145 0.0 0.0 0.0 0.3445
H 1.88011 6.09827 -6.80417 0.0 0.0 0.0 0.3772
H 3.10901 5.00116 -6.14158 0.0 0.0 0.0 0.3677
```
Positions in Å, forces in eV/Å.

Results
Kohn-Sham gap: 7.227 eV
charge: 0

***

2.
The following is a quantum chemistry calculation of one molecule with the formula C6H13NO3, from the Open Molecules 2025 dataset.

Geometry as XYZ:
```
23
Properties=species:S:1:pos:R:3:forces:R:3:mulliken_charge:R:1
C -0.75393 0.52965 -3.02526 0.5 -0.7 -0.2 -1.0097
C 0.27844 0.70300 -1.92771 0.2 0.9 -0.6 0.7907
O 0.71036 1.81472 -1.70504 0.1 -1.0 0.5 -0.5528
O 0.66295 -0.43438 -1.27696 -0.5 0.6 -0.4 -0.3640
C 1.60119 -0.23913 -0.21606 0.9 -0.4 0.5 -0.7227
C 0.94038 0.40742 0.97012 -0.9 -0.7 1.1 -0.1608
O 1.68624 0.38483 2.14086 2.3 0.4 0.8 -0.6455
N -0.25632 -0.20192 1.45355 -2.6 0.6 -0.3 0.0112
C -0.24403 -1.64537 1.70695 -0.1 0.2 -1.5 -0.8967
C -1.50737 0.42642 0.95122 0.4 -0.9 0.9 -0.9129
H -1.73315 0.51667 -2.58424 -0.5 -0.3 0.3 0.2551
H -0.59388 -0.38857 -3.61540 -0.2 0.4 0.3 0.3077
H -0.75584 1.40763 -3.66972 0.4 -0.1 0.1 0.3335
H 2.42734 0.35644 -0.56396 0.3 0.4 -0.2 0.4044
H 2.03808 -1.18850 0.09317 -0.4 -0.3 -0.4 0.4054
H 0.71749 1.40706 0.71070 -0.4 1.2 -0.4 0.6096
H 0.97086 0.48963 2.80257 0.8 -0.1 -0.3 0.4157
H -0.31976 -2.17728 0.72804 0.0 -0.1 0.6 0.2505
H 0.69119 -1.94200 2.19641 -0.3 0.2 -0.1 0.2752
H -1.09077 -1.96513 2.31616 0.0 0.3 0.1 0.3252
H -1.32678 1.49325 0.72821 -0.1 -0.6 0.1 0.3174
H -1.83077 -0.10532 0.06527 -0.5 0.1 -0.5 0.2873
H -2.31191 0.35089 1.72113 0.6 0.0 -0.5 0.2763
```
Positions in Å, forces in eV/Å.

Results
Kohn-Sham gap: 9.337 eV
charge: 0

***

3.
The following is a quantum chemistry calculation of C42H47N6P2Sr as an isolated structure, from the Open Molecules 2025 dataset.

Geometry as XYZ:
```
98
Properties=species:S:1:pos:R:3:forces:R:3:mulliken_charge:R:1
Sr -4.06113 -16.95767 12.27269 -0.6 -1.1 0.4 1.1871
C -6.06181 -15.92496 14.95824 -0.6 0.9 -0.3 -0.1863
C -6.16689 -17.40391 15.34416 -0.1 -0.1 -2.6 -1.3293
N -5.21387 -18.22912 14.50761 0.6 -0.1 0.3 0.3987
C -5.59854 -19.63543 14.26568 -1.5 1.5 0.7 -1.6342
C -6.97075 -18.87458 12.39249 -1.4 -0.4 0.5 -1.5169
N -6.58557 -17.78175 11.55866 1.1 1.0 0.0 0.4816
C -7.46916 -16.60694 11.64133 0.1 -0.2 -0.7 0.3469
C -7.53527 -15.93120 12.98887 -0.6 0.6 -1.0 -1.3897
N -6.21497 -15.63160 13.49931 1.4 0.1 0.8 0.5131
H -5.06651 -15.55835 15.25594 -0.3 0.1 0.0 -0.1789
H -6.84235 -15.24743 15.41067 0.8 -1.1 0.5 0.4043
H -7.22095 -17.75051 15.19424 1.0 0.0 0.1 0.4253
H -5.94272 -17.49531 16.35321 0.3 -0.2 2.1 0.5922
H -4.12606 -18.21739 14.64445 -2.4 -0.1 0.1 0.6253
H -6.56106 -19.83995 14.83363 1.1 0.1 -0.7 0.4020
H -4.89704 -20.38944 14.51495 0.9 -0.3 0.4 0.4718
H -7.27720 -18.51925 13.39652 -0.5 0.2 -1.2 0.7884
H -7.76850 -19.45023 11.89687 0.3 0.0 0.5 0.0623
H -6.53710 -18.04907 10.57672 0.0 -0.4 0.3 0.3927
H -8.47053 -16.84359 11.28627 -0.4 -0.2 0.2 0.4563
H -7.10746 -15.90439 10.89480 0.3 0.1 0.0 -0.7143
H -8.12833 -16.53266 13.65023 0.0 -0.4 0.7 0.4126
H -8.15475 -15.03111 12.82341 0.3 -0.1 0.2 0.4643
H -5.98355 -14.62894 13.44926 -0.4 -0.5 -0.3 -0.0504
N -3.48332 -12.99560 12.27464 0.2 -0.8 -0.2 -0.1051
P -3.01405 -14.32677 11.27286 -0.7 1.1 0.8 0.9662
C -1.82405 -13.43609 10.24838 0.7 0.5 -0.1 0.0010
C -0.62182 -13.00210 10.84302 -0.1 0.2 -1.1 -0.3655
C 0.22014 -12.10496 10.17839 -1.3 0.0 0.1 -1.0361
C -0.11841 -11.58155 8.92837 -0.7 -1.9 0.7 -0.8709
C -1.24443 -12.10340 8.31290 0.3 -0.6 1.7 -0.6416
C -2.10699 -12.98367 8.97578 -1.5 0.0 -0.9 -0.2968
C -4.47059 -14.56846 10.15796 0.0 -0.3 -0.1 0.5608
C -4.40269 -15.73909 9.38981 0.5 0.0 0.5 0.0715
C -5.39756 -16.06811 8.50677 -1.1 -0.7 -0.5 -0.7230
C -6.54187 -15.26178 8.35199 -0.1 0.3 -0.4 -0.6242
C -6.60971 -14.06951 9.06847 0.8 0.1 1.0 -0.7327
C -5.60366 -13.76546 10.02741 0.1 0.5 -0.2 -0.8922
P -3.69867 -12.99436 14.03722 -0.5 0.3 -0.9 0.0837
C -3.64108 -11.17243 14.28307 0.6 -0.3 -1.3 0.7033
C -2.97237 -10.34142 13.37593 -0.6 0.3 1.4 -0.4816
C -2.85110 -8.98988 13.63875 0.0 0.0 0.0 -0.8306
C -3.35983 -8.42920 14.80573 -0.3 -0.8 -0.7 -0.6246
C -4.11122 -9.25252 15.61913 -0.1 1.5 2.1 -0.4644
C -4.20796 -10.59996 15.38448 -0.6 -0.7 0.6 -0.5422
C -2.08239 -13.45413 14.68708 1.2 -0.3 0.8 0.9500
C -1.90211 -14.64262 15.40816 1.2 -0.1 0.0 -0.0539
C -0.62660 -15.13081 15.81453 -0.9 -0.3 -0.2 -0.7009
C 0.46668 -14.39784 15.46798 1.0 0.2 -0.2 -0.5463
C 0.29474 -13.18248 14.81690 0.4 0.1 0.7 -0.6504
C -0.93418 -12.67292 14.49373 0.1 -0.7 -1.2 -0.8305
H -3.29855 -12.14634 11.75026 -0.2 0.1 0.6 0.2616
H -0.37463 -13.37741 11.80395 0.4 -0.2 0.8 0.7332
H 1.07396 -11.72111 10.66278 1.0 0.1 0.6 0.5269
H 0.52001 -10.91288 8.41916 0.5 0.7 -0.4 0.4549
H -1.42354 -11.86237 7.32994 -0.7 0.7 -2.1 0.5433
H -3.11155 -13.25153 8.51803 1.6 0.3 0.3 0.1777
H -3.53896 -16.41619 9.50686 -0.2 0.3 -0.3 0.5306
H -5.30849 -17.01533 7.98129 -0.1 0.2 -0.1 0.4886
H -7.39157 -15.51331 7.66595 1.1 0.1 0.6 0.3473
H -7.42717 -13.36865 8.92648 0.0 -0.2 0.1 0.4315
H -5.63332 -12.86565 10.66674 -0.3 -0.4 -0.5 0.3357
H -2.48695 -10.76920 12.55021 0.6 -0.2 -1.1 0.2008
H -2.37461 -8.36595 12.91662 0.5 0.3 -0.3 0.4316
H -3.18783 -7.39608 15.03317 -0.1 0.3 0.1 0.4265
H -4.55521 -8.80124 16.54772 0.4 -0.7 -1.0 0.3014
H -4.69819 -11.25743 16.08584 -0.3 0.1 0.2 0.4033
H -2.71807 -15.27501 15.61665 -1.2 -0.5 0.2 0.3929
H -0.43729 -16.10163 16.31330 -0.7 0.7 -0.3 0.4405
H 1.48988 -14.76436 15.61924 -0.5 0.1 0.2 0.3994
H 1.16835 -12.60715 14.61900 0.5 0.4 -0.4 0.4597
H -0.90780 -11.83984 13.80733 -0.4 0.5 0.4 0.3483
C -1.54747 -19.05516 13.35366 0.7 1.1 0.3 -2.0355
N -3.00655 -18.98354 13.33518 1.3 -0.3 -0.9 -0.1398
C -3.46625 -19.72905 12.26122 -2.0 0.2 0.7 -0.7188
C -4.76209 -19.96327 11.88250 0.0 0.5 0.5 0.6469
C -5.29594 -20.76656 10.79682 0.1 -0.7 0.0 -2.1707
C -6.16243 -21.66958 11.43539 -0.3 1.2 1.5 -0.6838
C -6.50264 -21.24126 12.70477 0.8 -0.4 -1.1 -0.7886
N -5.91891 -19.87056 12.83595 0.0 -0.3 0.1 1.7039
C -0.84647 -18.07361 12.38777 0.1 0.5 -0.6 0.6693
C -1.10583 -18.10102 10.98782 0.2 -1.0 0.1 0.5534
C -0.35228 -17.34800 10.07562 -0.5 0.2 1.8 -0.8565
C 0.57401 -16.42128 10.56896 -0.2 -0.1 0.0 -0.3847
C 0.81104 -16.29473 11.91542 -0.8 -1.4 1.7 -0.8518
C 0.10904 -17.15144 12.83274 0.5 0.1 0.3 -0.1791
H -1.16177 -20.04692 13.16937 0.0 -0.6 -0.4 0.3463
H -1.11819 -18.83971 14.34599 -0.5 0.2 0.0 0.5553
H -2.83699 -20.22782 11.55896 1.0 -0.1 -0.3 0.7394
H -4.64952 -21.00421 9.97550 0.0 -0.1 -0.4 0.5096
H -6.67170 -22.56359 11.19573 0.0 -0.9 -1.2 0.5298
H -7.25809 -21.64109 13.34661 -0.3 0.5 0.4 0.3805
H -1.78182 -18.91533 10.63932 0.6 1.0 0.0 0.1133
H -0.49470 -17.49346 9.03783 -0.1 0.0 -0.9 0.5463
H 1.15845 -15.79031 9.94087 0.2 0.2 -0.8 0.4233
H 1.58963 -15.63310 12.29087 -0.2 0.0 -0.1 0.4262
H 0.36675 -17.20698 13.92700 -0.2 0.4 -1.3 0.2820
```
Positions in Å, forces in eV/Å.

Results
Kohn-Sham gap: 5.316 eV
charge: +1

***

4.
The following is a quantum chemistry calculation of a 4-piece molecular cluster, C3H12O5 overall, from the Open Molecules 2025 dataset.

Geometry as XYZ:
```
20
Properties=species:S:1:pos:R:3:forces:R:3:mulliken_charge:R:1
O 0.27740 -1.17437 2.10139 0.2 -0.7 0.4 -0.4606
C -0.41878 -0.32358 1.64909 0.4 1.4 -0.7 0.2236
C -0.10025 1.17168 1.71457 -0.8 0.9 0.6 -0.6772
C 1.10990 1.78604 0.99177 -0.6 -1.3 -0.9 -0.3128
O 0.84870 1.85046 -0.39506 0.0 0.5 -1.3 -0.6458
H -1.34320 -0.49324 1.05752 0.1 -0.5 0.4 0.2176
H -1.05849 1.62862 1.33521 1.1 0.1 0.0 0.3328
H -0.05556 1.56045 2.74514 0.0 -0.7 0.0 0.3466
H 1.32909 2.74462 1.38682 -0.3 1.3 0.4 0.2347
H 2.09638 1.30690 0.99598 -0.5 -0.7 0.7 0.2793
H -0.07445 1.79563 -0.67764 0.0 0.2 0.8 0.3538
O -2.12881 -0.65976 -1.61502 -3.6 4.0 -3.8 -0.5829
H -2.21423 -1.08163 -2.48094 -0.1 0.5 0.1 0.2820
H -1.66099 -1.24604 -1.16505 3.4 -4.1 3.6 0.3774
O -0.53645 -2.46132 -0.42658 -0.2 -0.9 0.1 -0.6492
H -0.92753 -3.29665 -0.07122 0.8 0.9 -0.8 0.2951
H -0.07568 -2.62263 -1.26828 -0.3 -0.4 0.6 0.2995
O 1.22623 0.33814 -2.63592 -1.6 0.9 -1.8 -0.6421
H 1.82506 -0.24460 -2.25993 1.8 -1.8 1.0 0.2593
H 1.11773 0.99848 -1.96059 0.1 0.5 0.6 0.4690
```
Positions in Å, forces in eV/Å.

Results
Kohn-Sham gap: 10.209 eV
charge: 0